# 1
C12H36O9 | wB97M-V/def2-TZVPD

Output
**HOMO-LUMO gap**: 10.1 eV
**Relative energy (zero: lowest compared OMol25 entry of this formula, charge and spin)**: 179.7 kJ/mol
**Largest force on an atom**: 2.98 eV/Å
**Structure (SMILES)**: OCCO.OCCO.OCCO.CCO.CCO.CCO
**HOMO energy**: -9.83 eV
**Total energy**: -1155.8530 Eh

The geometry in ORCA input format:
```
! RIJCOSX wB97M-V def2-TZVPD def2/J DEFGRID3
* xyz 0 1
O -1.3870 -0.4527 2.6492
C -2.7302 -1.0025 2.5547
C -2.9313 -2.2548 1.6386
O -2.7452 -1.9707 0.2459
H -1.0619 -0.7095 3.5214
H -3.1273 -1.1986 3.5492
H -3.3790 -0.1930 2.1842
H -3.9454 -2.6296 1.7473
H -2.2897 -3.0492 1.9201
H -1.8000 -1.8372 0.1300
O 0.0431 -1.6917 0.5941
C 0.5727 -0.7972 -0.3927
C 0.3034 0.6822 0.1074
O -1.0686 0.9320 0.3353
H -0.2983 -1.1660 1.3820
H 1.6812 -0.9325 -0.4908
H 0.0993 -1.0289 -1.3326
H 0.7016 1.3704 -0.6439
H 1.0193 0.8314 0.9698
H -1.2015 0.7413 1.2551
O -2.1872 5.6915 -1.9979
C -2.2711 4.8904 -0.8165
C -2.8000 3.5006 -1.1216
O -3.1686 2.7317 0.0993
H -3.0270 5.7852 -2.4107
H -1.2607 4.8276 -0.4260
H -2.7968 5.4141 -0.0526
H -2.0293 2.9346 -1.5912
H -3.7098 3.6177 -1.6913
H -2.4769 2.0804 0.1111
C 0.0555 -5.1383 0.4991
C 0.9562 -5.0029 1.6932
O 1.0982 -3.6862 2.2521
H 0.4075 -4.5212 -0.3498
H -0.9903 -4.9202 0.7669
H 0.0680 -6.2130 0.2553
H 1.9561 -5.4253 1.5011
H 0.6367 -5.6922 2.4998
H 1.0279 -2.9512 1.5983
C 4.8359 -1.3953 1.8647
C 4.1280 -0.1510 1.5187
O 3.8239 0.0451 0.1996
H 5.8451 -1.4067 1.4951
H 4.3244 -2.3182 1.5621
H 4.9134 -1.4799 2.9641
H 4.7970 0.6631 1.9402
H 3.2244 -0.0843 2.1095
H 4.5904 -0.2003 -0.3317
C 0.7528 3.4910 -3.5079
C -0.1326 2.5094 -4.3419
O 0.5437 1.4515 -4.9369
H 1.4739 3.9648 -4.1664
H 1.2896 2.9033 -2.7811
H 0.1139 4.2476 -3.0501
H -0.6269 3.0244 -5.2270
H -1.0115 2.1108 -3.7682
H 1.1707 1.0580 -4.2854
*
```

=====

# 2
C3H7NOS | wB97M-V/def2-TZVPD

Output
**HOMO-LUMO gap**: 8.4 eV
**Relative energy (zero: lowest compared OMol25 entry of this formula, charge and spin)**: 721.6 kJ/mol
**Largest force on an atom**: 6.32 eV/Å
**HOMO energy**: -9.04 eV
**Total energy**: -646.4371 Eh

The geometry in ORCA input format:
```
! RIJCOSX wB97M-V def2-TZVPD def2/J DEFGRID3
* xyz 0 1
C -0.7568 -0.2044 -0.7824
C 0.7585 -0.0745 -1.1780
C -0.9722 0.2103 0.6723
N 1.5984 0.2309 -0.0253
O 1.2333 0.4994 2.4372
S 0.7785 -0.1390 1.2599
H -1.2853 0.4451 -1.3882
H -1.1195 -1.1658 -0.9472
H 1.1042 -1.2009 -1.5595
H 1.0126 0.7281 -1.9550
H -1.0985 2.1672 0.7034
H -1.7346 -0.0012 1.3081
H 0.4817 -1.4951 1.4548
*
```